C18H38N5O13V | wB97M-V/def2-TZVPD

XYZ file:
```
75
C18H38N5O13V, DFT wB97M-V/def2-TZVPD
O 1.150 -0.884 1.818
V 1.543 0.562 1.271
O 0.502 1.014 0.139
N 4.095 0.990 3.741
O 3.779 1.715 4.677
O 3.305 0.316 3.194
O 5.255 0.937 3.363
N 3.622 3.243 1.608
O 2.660 2.538 1.334
O 3.514 3.869 2.561
O 4.678 3.100 1.034
N 4.322 -0.125 -0.723
O 3.800 -0.353 -1.800
O 3.598 -0.036 0.274
O 5.533 0.072 -0.479
C -2.005 2.886 1.371
C -1.987 2.734 2.914
C -3.515 2.517 3.270
C -3.806 1.881 4.578
C -2.996 0.572 4.673
C -1.465 0.680 4.506
N -1.171 1.492 3.277
O 0.172 1.572 2.929
C -0.913 1.122 5.863
C -0.918 -0.760 4.251
C -1.376 4.039 3.587
H -2.172 1.919 0.896
H -1.046 3.277 1.031
H -2.790 3.549 1.009
H -3.910 3.522 3.416
H -4.063 2.088 2.432
H -4.883 1.722 4.536
H -3.557 2.450 5.474
H -3.568 -0.116 4.051
H -3.280 0.274 5.683
H 0.116 1.436 5.690
H -1.464 1.964 6.282
H -0.965 0.419 6.695
H 0.136 -0.822 4.521
H -1.545 -1.447 4.818
H -1.074 -1.130 3.238
H -1.277 3.822 4.651
H -1.916 4.944 3.309
H -0.358 4.224 3.244
H 0.456 2.257 3.538
C 0.195 -1.088 -6.350
C 0.321 -2.546 -5.866
C 1.844 -2.813 -5.387
C 2.173 -2.336 -3.987
C 1.147 -2.780 -2.932
C -0.316 -2.346 -3.372
N -0.611 -2.887 -4.750
O -1.968 -2.622 -5.102
C -1.286 -2.912 -2.322
C -0.540 -0.811 -3.283
C 0.132 -3.493 -7.150
H 0.451 -0.796 -7.368
H -0.851 -0.800 -6.245
H 0.717 -0.330 -5.767
H 2.069 -3.879 -5.427
H 2.472 -2.302 -6.117
H 3.181 -2.681 -3.758
H 2.444 -1.285 -3.894
H 1.529 -2.247 -2.061
H 1.122 -3.865 -2.830
H -1.355 -3.979 -2.532
H -2.278 -2.467 -2.400
H -0.912 -2.971 -1.300
H 0.289 -0.254 -3.719
H -0.561 -0.349 -2.296
H -1.466 -0.535 -3.789
H -0.717 -3.110 -7.717
H 1.028 -3.534 -7.769
H -0.145 -4.530 -6.960
H -2.322 -3.493 -5.295
```

* gap between HOMO and LUMO (alpha / beta): 2.4 / 4.0 eV
* total energy: -79020.884 eV
* 2S+1: 2
* charge: -3
* expectation value of S²: 0.755